The following is a quantum chemistry calculation of a structure of composition C34H53F18NO13 in a non-equilibrium geometry, from OMol25.

Properties
Total energy ... -113126.5350 eV
LUMO ... -0.09 eV
Total charge ... 0
Relative energy (zero: lowest compared OMol25 entry of this formula, charge and spin) ... 0.265 eV
HOMO level ... -6.993 eV
Frontier orbital gap ... 6.91 eV

XYZ file:
```
119
C34H53F18NO13, DFT ωB97M-V/def2-TZVPD
C 79.8130 76.9120 81.5280
C 80.7630 75.6000 81.5920
C 79.7720 74.3350 81.8500
N 80.4030 72.9590 81.8420
C 81.2890 72.8180 83.0250
C 81.7160 71.3420 83.2440
C 80.6000 70.4370 83.3580
C 79.6770 70.5540 82.1550
C 79.3430 71.9650 81.8600
C 81.1790 72.7830 80.5840
H 80.4750 77.7060 81.2200
H 79.3020 77.0780 82.2830
H 79.1710 76.7670 80.6050
H 81.2650 75.7180 82.4600
H 81.5230 75.3110 80.7140
H 78.8700 74.4660 81.2850
H 79.5720 74.4890 82.8990
H 80.7350 73.1270 83.9940
H 81.9440 73.5330 83.1220
H 82.4570 71.4460 84.1280
H 82.4460 71.0950 82.5850
H 80.0570 70.6770 84.6120
H 81.1740 69.4550 83.5780
H 78.7720 69.9000 82.4180
H 80.1570 70.1670 81.3350
H 78.3750 72.3270 82.4790
H 78.8290 72.0630 81.0140
H 82.0770 73.4350 80.6240
H 80.5150 73.0520 79.7720
H 81.6380 71.7030 80.5470
C 77.3770 74.1540 78.6640
O 78.1340 72.9210 78.9220
H 77.4390 74.9100 79.4430
H 76.4900 73.9230 78.2880
H 77.8440 74.3810 77.7250
C 79.0160 70.7790 76.2050
C 79.9910 70.2850 77.3530
O 80.5350 68.9810 77.0970
C 81.2020 68.3550 77.9580
O 81.4040 68.6220 79.1480
C 81.7050 66.9770 77.4660
F 82.6690 66.3680 78.3210
F 80.5700 66.0020 77.3540
F 82.2310 66.8990 76.2000
H 79.4900 70.9540 75.1080
H 78.5330 71.6420 76.4010
H 78.3750 69.9450 76.0640
H 79.7140 70.2710 78.3470
H 80.8620 70.8720 77.1340
C 76.2890 68.7320 78.3900
C 75.7700 70.0560 77.7060
O 75.4820 69.6500 76.3480
C 74.7650 70.3620 75.4950
O 73.8530 71.1630 75.9220
C 75.0060 70.0360 74.0140
F 75.1130 68.6790 73.7850
F 74.1250 70.5150 73.1770
F 76.2320 70.5740 73.6890
H 75.6230 67.8390 78.5110
H 76.7260 69.1860 79.2030
H 77.1540 68.3810 78.0070
H 76.5400 70.8680 77.6290
H 74.9270 70.4640 78.3630
C 76.6490 77.8160 78.1700
C 75.4090 76.9860 78.5340
O 74.2470 77.5280 78.0360
C 73.1320 76.7650 78.1390
O 73.0170 75.7460 78.8150
C 72.0080 77.3040 77.3580
F 71.8480 78.6040 77.7250
F 72.1890 77.1140 76.0080
F 70.7890 76.7060 77.7090
H 77.5550 77.3050 78.5580
H 76.4860 78.6800 78.6820
H 76.6120 78.1860 77.0550
H 75.4110 76.5460 79.3460
H 75.4520 76.0990 78.0330
C 74.0070 72.3980 80.0900
C 75.4400 71.9130 80.3380
O 75.4560 70.6370 81.0250
C 75.3160 70.4740 82.3790
O 75.0710 71.4140 83.1380
C 75.5020 69.0790 82.7710
F 75.4590 68.9510 84.1570
F 74.5620 68.1670 82.1900
F 76.7200 68.7280 82.2910
H 73.4390 71.5910 79.7750
H 73.7500 73.3360 79.6950
H 73.5970 72.5040 81.0240
H 76.0720 72.4510 80.8990
H 75.9190 71.8890 79.3170
C 81.3110 74.7260 75.1570
C 80.7650 74.8390 76.6030
O 81.7300 75.5300 77.3600
C 81.5180 76.8630 77.5750
O 80.4650 77.4280 77.5930
C 82.8380 77.5370 78.0210
F 83.7040 77.3460 77.0280
F 82.6750 78.7550 78.3960
F 83.4050 76.9160 79.0800
H 80.6520 73.8740 74.6800
H 82.3920 74.3800 75.1690
H 81.2820 75.5640 74.6280
H 80.6040 73.8790 76.9290
H 79.6460 75.2040 76.6380
C 74.1700 74.6620 75.4030
C 75.5520 74.3090 74.8940
O 75.4090 73.9020 73.4700
C 76.5740 73.6390 72.7580
O 77.6720 73.5160 73.2480
C 76.2470 73.4290 71.2700
F 77.1940 72.5700 70.6890
F 75.0540 72.8200 71.2270
F 76.3200 74.5160 70.5520
H 74.2720 75.1280 76.5100
H 73.4110 73.9070 75.2810
H 73.9980 75.5730 74.7090
H 76.1030 73.5330 75.5200
H 76.2380 75.2550 74.9540
```

Mulliken atomic charge list, values in e, 8 entries: number 1, C, carries -1.529; number 2, C, carries -0.017; number 3, C, carries -0.963; number 4, N, carries 1.193; number 5, C, carries -1.254; number 6, C, carries -1.107; number 7, C, carries -0.504; number 8, C, carries 0.223